1.
ORCA calculation (ωB97M-V/def2-TZVPD) on a single C6H15NO2 molecule in a non-equilibrium geometry.

Values from the calculation:
- Kohn-Sham gap (eV) = 9.90
- SMILES = CCO[C@](C)(O)[C@@H](C)N
- LUMO (eV) = 0.80
- energy above the lowest of the compared OMol25 structures with the same formula, charge and spin (kJ/mol) = 108.3
- F_max (eV/A) = 1.57

```
24
Properties=species:S:1:pos:R:3:nbo_charge:R:1
C 1.57840 0.25353 -0.14888 -0.075
C -0.28794 1.98400 -0.54466 -0.667
C 2.06789 0.95357 1.11307 -0.624
C 0.05393 0.49423 -0.39209 0.529
N 1.87534 -1.16549 -0.05398 -0.828
O -0.61622 -0.08668 0.68045 -0.562
H 2.12127 0.64054 -1.02312 0.175
H 1.40746 -1.65714 -0.81553 0.364
H 1.47521 -1.51987 0.81310 0.359
H 0.36175 2.45117 -1.28207 0.206
H -1.32020 2.09391 -0.86632 0.218
H -0.16543 2.48134 0.41190 0.223
H 1.38038 0.74921 1.93184 0.219
H 2.13887 2.02885 0.96513 0.209
H 3.05055 0.56395 1.36807 0.224
C -1.99506 -0.55386 0.39075 -0.066
C -1.99550 -2.05343 0.16382 -0.633
O -0.33729 -0.20765 -1.57932 -0.758
H 0.18462 0.12770 -2.32619 0.476
H -2.52681 -0.29334 1.31113 0.183
H -2.46758 -0.02788 -0.44021 0.188
H -1.45609 -2.28788 -0.75308 0.223
H -3.01672 -2.41245 0.07666 0.209
H -1.51081 -2.55631 0.99952 0.209
```

2.
ORCA calculation (ωB97M-V/def2-TZVPD) on a single C2H4N4O molecule in a non-equilibrium geometry.

Values from the calculation:
- Kohn-Sham gap (spin up / spin down) (eV) = 9.11 / 6.43
- LUMO (spin up / spin down) (eV) = -0.26 / -1.81
- energy above the lowest of the compared OMol25 structures with the same formula, charge and spin (kJ/mol) = 604.6
- F_max (eV/A) = 5.58

```
11
Properties=species:S:1:pos:R:3:nbo_charge:R:1
N -0.75424 -0.14394 -0.63383 -0.178
C 0.18212 -0.47394 0.32044 0.339
N -1.99953 -0.13431 -0.33234 -0.483
O 0.91881 1.41671 -0.89321 -0.702
N 0.29197 -1.61060 0.82982 -0.628
C 1.49627 0.64118 0.32327 0.305
N 2.53648 0.77607 0.87151 -0.267
H 1.33941 1.06551 -1.70565 0.486
H -2.27853 -0.03272 0.64336 0.369
H -2.63492 0.15890 -1.06523 0.393
H 0.90217 -1.66287 1.64185 0.366
```

3.
ORCA calculation (ωB97M-V/def2-TZVPD) on a single C5H11NO molecule.

Values from the calculation:
- Kohn-Sham gap (spin up / spin down) (eV) = 7.47 / 7.47
- LUMO (spin up / spin down) (eV) = 0.55 / 0.55
- energy above the lowest of the compared OMol25 structures with the same formula, charge and spin (kJ/mol) = 417.3
- F_max (eV/A) = 0.62

```
18
Properties=species:S:1:pos:R:3:nbo_charge:R:1
C -2.09026 -0.67370 -0.97830 -0.610
C -1.41430 0.07916 0.16706 -0.417
C 0.05570 0.43243 -0.07086 -0.078
C 0.79352 1.18836 1.03798 -0.856
N 0.87136 -0.78964 -0.11857 -0.572
C 2.10374 -0.64471 0.38384 0.537
O 3.06486 0.20037 0.02358 -0.690
H -2.02648 -0.10328 -1.91216 0.207
H -1.61849 -1.64843 -1.15975 0.189
H -3.14917 -0.85917 -0.76866 0.215
H -1.93689 1.02496 0.35489 0.220
H -1.48288 -0.49425 1.10299 0.195
H 0.13407 0.95834 -1.03479 0.188
H 2.59159 1.05806 0.15486 0.526
H 0.69977 2.28037 0.96145 0.189
H 0.39438 0.88499 2.01618 0.183
H 0.43768 -1.69826 -0.01855 0.399
H 2.52837 -1.57420 0.77111 0.174
```

4.
ORCA calculation (ωB97M-V/def2-TZVPD) on C4H11N2O as an isolated structure.

Values from the calculation:
- Kohn-Sham gap (eV) = 10.91
- LUMO (eV) = -3.14
- energy above the lowest of the compared OMol25 structures with the same formula, charge and spin (kJ/mol) = 267.0
- F_max (eV/A) = 0.99
- net charge = +1

```
18
Properties=species:S:1:pos:R:3:nbo_charge:R:1
C 0.27051 1.51593 -0.69089 0.119
C 0.06601 0.50837 0.96608 0.499
C -1.73582 -1.18515 -1.11651 -0.626
C -0.21866 -1.03454 -1.09072 -0.220
N 1.59030 0.24983 1.96033 -0.848
N 0.21530 0.10803 -0.32050 -0.436
O 0.10450 1.83012 0.69846 -0.467
H 1.21781 1.86597 -1.10979 0.194
H -0.57271 1.87522 -1.28661 0.203
H -0.60177 0.08763 1.71084 0.207
H 1.60443 -0.66824 2.40396 0.416
H -2.12229 -1.49079 -0.14565 0.212
H -2.21979 -0.25539 -1.40563 0.215
H -2.00705 -1.94540 -1.84419 0.242
H 0.16209 -0.87588 -2.10362 0.228
H 0.25330 -1.93066 -0.67957 0.217
H 2.42365 0.36251 1.38543 0.420
H 1.57020 0.98243 2.66859 0.423
```

5.
ORCA calculation (ωB97M-V/def2-TZVPD) on a 3-piece molecular cluster, C3H10O3S overall in a non-equilibrium geometry.

Values from the calculation:
- Kohn-Sham gap (eV) = 9.47
- SMILES = O=CCCS.O.O
- LUMO (eV) = 0.41
- energy above the lowest of the compared OMol25 structures with the same formula, charge and spin (kJ/mol) = 95.1
- F_max (eV/A) = 3.79

```
17
Properties=species:S:1:pos:R:3:nbo_charge:R:1
O 0.58020 1.35830 2.06618 -0.502
C 0.26554 1.79171 0.99656 0.456
C 0.87040 1.33122 -0.33176 -0.561
C -0.18577 1.50027 -1.42476 -0.491
S 0.06926 0.59310 -3.04324 -0.055
H -0.49134 2.58195 0.87380 0.097
H 0.78585 0.23089 -0.15380 0.251
H 1.85363 1.58591 -0.68436 0.248
H -1.20204 1.22325 -1.13163 0.217
H -0.23732 2.56366 -1.67896 0.207
H -0.94177 -0.30321 -2.91355 0.131
H 0.00971 -2.51654 0.59805 0.484
H -0.98081 -1.92048 -0.33050 0.448
O -0.15259 -2.40682 -0.37680 -0.964
H 0.59604 -2.49717 2.87451 0.486
H -0.74954 -2.89952 2.40211 0.475
O -0.08945 -2.21648 2.25815 -0.925
```

6.
ORCA calculation (ωB97M-V/def2-TZVPD) on a single C2H8N2O molecule in a non-equilibrium geometry.

Values from the calculation:
- Kohn-Sham gap (eV) = 9.63
- SMILES = C[C@@H](N)NO
- LUMO (eV) = 1.16
- energy above the lowest of the compared OMol25 structures with the same formula, charge and spin (kJ/mol) = 331.3
- F_max (eV/A) = 2.78

```
13
Properties=species:S:1:pos:R:3:nbo_charge:R:1
C 0.00445 -0.40708 -0.34386 0.096
C 0.12767 -1.09484 0.98684 -0.661
N 0.38553 1.15238 0.21488 -0.402
N -1.24999 -0.58458 -0.96633 -0.824
O 1.18807 2.01644 -0.60817 -0.601
H 2.07972 1.93860 -0.24078 0.463
H -0.51530 1.63213 0.23966 0.322
H 0.82139 -0.61987 -1.03342 0.188
H -1.33672 -0.10092 -1.84952 0.373
H -2.03745 -0.37351 -0.36557 0.362
H -0.84037 -1.38764 1.38306 0.205
H 0.82854 -1.92406 0.96140 0.221
H 0.54447 -0.24706 1.62180 0.258
```

What did the second record say?
ORCA calculation (ωB97M-V/def2-TZVPD) on a single C2H4N4O molecule in a non-equilibrium geometry.

Values from the calculation:
- Kohn-Sham gap (spin up / spin down) (eV) = 9.11 / 6.43
- LUMO (spin up / spin down) (eV) = -0.26 / -1.81
- energy above the lowest of the compared OMol25 structures with the same formula, charge and spin (kJ/mol) = 604.6
- F_max (eV/A) = 5.58

```
11
Properties=species:S:1:pos:R:3:nbo_charge:R:1
N -0.75424 -0.14394 -0.63383 -0.178
C 0.18212 -0.47394 0.32044 0.339
N -1.99953 -0.13431 -0.33234 -0.483
O 0.91881 1.41671 -0.89321 -0.702
N 0.29197 -1.61060 0.82982 -0.628
C 1.49627 0.64118 0.32327 0.305
N 2.53648 0.77607 0.87151 -0.267
H 1.33941 1.06551 -1.70565 0.486
H -2.27853 -0.03272 0.64336 0.369
H -2.63492 0.15890 -1.06523 0.393
H 0.90217 -1.66287 1.64185 0.366
```

Question: Among the records above, which one has the highest energy above the lowest of the compared OMol25 structures with the same formula, charge and spin?
Answer: C2H4N4O